1.
Below is 10 unconnected molecules or ions with the total composition C34H59Br18F3N4O2Si, with properties calculated with ωB97M-V/def2-TZVPD.

- Electronic energy: -1323065.2292 eV
- SMILES: [H]/N=C(/N)NCCCC[Si@@](CCc1ccccc1)(COC(F)(F)F)N=C=O.BrCCBr.BrCCBr.BrCCBr.BrCCBr.BrCCBr.BrCCBr.BrCCBr.BrCCBr.BrCCBr
- Highest occupied orbital energy: -8.8 eV

Structure (ORCA input):
```
! RIJCOSX wB97M-V def2-TZVPD def2/J DEFGRID3
* xyz 0 1
N 2.21 1.56 0.81
C 0.99 1.17 0.69
N 0.54 0.52 -0.54
N 0.05 1.42 1.80
C -0.44 2.83 1.74
C -1.44 3.03 0.51
C -1.08 4.31 -0.42
C -2.44 5.10 -0.62
Si -2.35 6.58 -1.82
C -4.04 7.24 -2.40
C -5.21 6.16 -2.40
C -5.69 5.73 -0.95
C -6.35 4.36 -0.86
C -6.77 3.92 0.51
C -6.53 4.79 1.73
C -5.90 6.16 1.62
C -5.48 6.59 0.25
C -1.54 8.04 -0.82
O -0.22 7.73 -0.30
C -0.17 7.72 1.07
F -1.15 6.94 1.67
F -0.10 9.01 1.62
F 1.05 7.11 1.42
N -1.42 6.22 -3.33
C -0.19 6.13 -3.10
O 0.88 6.02 -2.59
H 2.32 1.99 1.74
H 0.19 1.30 -1.13
H -0.24 -0.09 -0.27
H -0.72 0.75 1.80
H -0.94 3.02 2.75
H 0.42 3.54 1.65
H -2.47 3.23 0.96
H -1.54 2.08 -0.08
H -0.24 4.92 0.03
H -0.71 3.86 -1.39
H -2.84 5.50 0.36
H -3.21 4.38 -1.03
H -3.92 7.57 -3.49
H -4.31 8.18 -1.81
H -6.11 6.67 -2.89
H -4.99 5.26 -3.06
H -6.51 3.73 -1.77
H -7.24 2.90 0.60
H -6.86 4.38 2.73
H -5.73 6.79 2.55
H -4.97 7.58 0.11
H -2.29 8.33 -0.01
H -1.52 8.93 -1.53
Br -2.81 -0.58 -0.77
C -4.10 0.62 -1.60
C -3.86 0.74 -3.09
Br -2.33 1.88 -3.47
H -4.02 1.58 -1.08
H -5.08 0.18 -1.40
H -4.71 1.23 -3.57
H -3.68 -0.22 -3.57
Br 6.53 -2.30 -1.49
C 4.92 -1.47 -2.22
C 4.11 -0.80 -1.15
Br 3.13 -2.10 -0.09
H 4.38 -2.26 -2.75
H 5.29 -0.74 -2.95
H 3.35 -0.15 -1.59
H 4.72 -0.21 -0.46
Br 3.67 -4.86 -4.12
C 5.13 -5.48 -2.98
C 4.84 -6.85 -2.41
Br 3.55 -6.75 -0.95
H 5.28 -4.72 -2.21
H 6.01 -5.51 -3.63
H 5.74 -7.28 -1.97
H 4.44 -7.54 -3.15
Br -1.02 -5.34 3.36
C -2.30 -4.13 2.53
C -2.06 -4.01 1.05
Br -0.53 -2.86 0.67
H -2.23 -3.18 3.06
H -3.28 -4.57 2.73
H -2.90 -3.52 0.56
H -1.87 -4.96 0.57
Br -4.34 -3.27 -4.67
C -2.91 -3.91 -3.51
C -3.21 -5.28 -2.96
Br -4.52 -5.19 -1.52
H -2.77 -3.15 -2.74
H -2.02 -3.94 -4.15
H -2.32 -5.71 -2.51
H -3.61 -5.97 -3.70
Br 1.93 -8.74 6.61
C 1.48 -6.98 5.91
C 1.19 -6.01 7.03
Br -0.58 -6.31 7.78
H 0.65 -7.11 5.23
H 2.37 -6.66 5.35
H 1.17 -4.98 6.65
H 1.90 -6.07 7.85
Br 8.64 -5.33 -4.71
C 9.52 -3.68 -5.27
C 8.80 -2.47 -4.73
Br 7.18 -2.11 -5.74
H 9.58 -3.71 -6.35
H 10.53 -3.75 -4.85
H 9.42 -1.58 -4.85
H 8.51 -2.57 -3.69
Br 0.71 -8.98 2.69
C 1.09 -10.86 2.33
C 2.50 -11.21 2.73
Br 3.79 -10.55 1.42
H 0.89 -11.03 1.27
H 0.37 -11.42 2.93
H 2.64 -12.30 2.74
H 2.79 -10.81 3.69
Br 2.92 5.45 7.05
C 2.83 6.16 5.23
C 1.54 5.77 4.55
Br 1.58 3.92 3.97
H 3.72 5.81 4.71
H 2.89 7.24 5.35
H 1.40 6.36 3.64
H 0.67 5.89 5.19
*
```

2.
Below is a molecular structure, C18H28Br2N3O4SV, with properties calculated with ωB97M-V/def2-TZVPD.

- Electronic energy: -208370.2935 eV
- Relative energy (zero: lowest compared OMol25 entry of this formula, charge and spin): 2.8 kJ/mol
- Highest occupied orbital energy (spin up / spin down): -15.5 / -15.5 eV

Structure (ORCA input):
```
! RIJCOSX wB97M-V def2-TZVPD def2/J DEFGRID3
* xyz 2 1
V -1.53 -1.24 -0.81
O -0.36 -2.72 -1.69
C -0.09 -3.82 -1.17
C -0.55 -4.29 0.10
C -0.16 -5.56 0.52
C -0.61 -6.03 1.73
C -1.44 -5.28 2.55
C -1.84 -4.01 2.15
C -1.39 -3.53 0.94
O -1.77 -2.28 0.56
N -0.19 -7.38 2.18
O 0.53 -8.00 1.43
O -0.59 -7.75 3.26
H 0.56 -4.49 -1.74
H 0.49 -6.19 -0.08
H -1.77 -5.70 3.49
H -2.49 -3.41 2.77
Br -3.66 -2.52 -2.03
C -3.25 -1.69 -3.74
Br -1.71 -0.55 -3.49
H -4.10 -1.09 -4.04
H -3.00 -2.47 -4.45
C 3.34 0.75 2.75
C 3.29 2.25 3.04
C 2.35 3.05 2.14
C 0.89 2.60 2.19
N 0.61 1.43 1.34
C 0.50 1.36 0.03
S 0.52 -0.28 -0.67
N 0.43 2.36 -0.83
C 0.42 3.83 -0.67
C 0.88 4.49 -1.96
C -0.17 4.60 -3.06
C -0.75 3.27 -3.56
H 4.15 0.28 3.31
H 3.51 0.55 1.69
H 2.42 0.24 3.06
H 4.29 2.67 2.95
H 2.99 2.41 4.09
H 2.71 3.00 1.10
H 2.39 4.10 2.43
H 0.20 3.40 1.92
H 0.62 2.30 3.20
H 0.70 0.53 1.79
H 0.34 2.05 -1.79
H 1.09 4.09 0.14
H -0.59 4.15 -0.41
H 1.77 3.97 -2.33
H 1.21 5.50 -1.70
H 0.28 5.12 -3.90
H -0.99 5.23 -2.71
H 0.05 2.58 -3.87
H -1.39 3.43 -4.42
H -1.37 2.78 -2.80
C -2.37 0.34 -0.48
H -2.84 0.25 0.51
H -2.51 1.32 -0.94
*
```

3.
Below is 2 unconnected molecules or ions with the total composition C5H16N2O, with properties calculated with ωB97M-V/def2-TZVPD.

- Expectation value of S²: 0.75
- Electronic energy: -10461.0438 eV
- Relative energy (zero: lowest compared OMol25 entry of this formula, charge and spin): 281.0 kJ/mol
- Highest occupied orbital energy (spin up / spin down): -14.0 / -13.9 eV

Structure (ORCA input):
```
! RIJCOSX wB97M-V def2-TZVPD def2/J DEFGRID3
* xyz 1 2
C -0.25 2.48 -1.16
C 0.02 1.13 -1.83
N -0.09 0.27 -0.64
C 0.47 -1.04 -1.14
C 0.32 -2.05 0.03
N 1.04 -1.77 1.29
C 0.29 -1.16 2.34
H -0.38 3.30 -1.82
H -1.36 2.52 -0.75
H 0.56 2.77 -0.47
H -0.69 0.70 -2.46
H 1.15 1.09 -2.34
H 0.52 0.49 0.19
H -0.17 -1.49 -1.93
H 1.52 -0.92 -1.61
H 0.58 -3.16 -0.29
H -0.75 -2.08 0.29
H 2.03 -1.36 1.04
H -0.34 -1.80 2.70
H -0.04 -0.20 2.05
H 1.03 -0.68 3.07
H -2.14 0.29 1.18
H -1.31 1.45 0.79
O -2.02 1.21 1.46
*
```

4.
Below is a molecular structure, C24H14Cl2FN4O12V, with properties calculated with ωB97M-V/def2-TZVPD.

- Expectation value of S²: 2.01
- Electronic energy: -109103.6227 eV
- Relative energy (zero: lowest compared OMol25 entry of this formula, charge and spin): 88.9 kJ/mol
- Highest occupied orbital energy (spin up / spin down): -2.5 / -3.2 eV

Structure (ORCA input):
```
! RIJCOSX wB97M-V def2-TZVPD def2/J DEFGRID3
* xyz -2 3
V 0.42 -0.64 -0.40
O 4.93 1.18 -4.02
C 3.82 0.73 -3.37
C 3.80 -0.50 -2.73
C 2.66 -0.87 -2.05
N 1.57 -0.10 -1.99
C 1.55 1.04 -2.70
C 2.66 1.49 -3.39
C 0.19 1.74 -2.94
O 0.22 2.73 -3.68
O -0.78 1.14 -2.44
C 2.50 -2.20 -1.34
O 3.35 -3.07 -1.47
O 1.39 -2.28 -0.71
H 5.65 0.56 -3.85
H 4.65 -1.17 -2.73
H 2.59 2.41 -3.94
Cl -2.47 -2.73 3.23
C -2.73 -2.68 1.52
C -3.91 -3.19 0.98
C -4.13 -3.17 -0.38
Cl -5.61 -3.84 -1.00
C -3.17 -2.63 -1.27
C -3.26 -2.62 -2.67
C -2.21 -2.11 -3.39
C -1.11 -1.56 -2.74
N -1.01 -1.51 -1.42
C -2.00 -2.08 -0.70
C -1.73 -2.11 0.71
O -0.63 -1.63 1.12
H -4.66 -3.62 1.63
H -4.14 -3.03 -3.16
H -2.23 -2.11 -4.47
H -0.30 -1.12 -3.31
F -0.79 4.22 2.11
C -0.07 3.36 2.83
C 0.08 2.04 2.56
N 0.89 1.26 3.37
C 1.50 0.04 2.84
C 2.54 0.45 1.74
O 3.36 1.30 2.09
O 2.43 -0.11 0.62
C 1.40 1.73 4.56
O 2.00 1.04 5.38
N 1.18 3.06 4.81
C 0.55 3.98 3.99
O 0.50 5.16 4.30
H -1.17 0.41 2.09
H 0.75 -0.65 2.46
H 2.04 -0.43 3.66
H 1.59 3.42 5.66
C -2.81 1.41 0.37
O -1.83 2.08 1.15
C -0.75 1.26 1.51
O -0.04 0.76 0.45
H -3.53 2.18 0.10
H -3.30 0.62 0.96
H -2.38 0.99 -0.53
*
```

5.
Below is a single C5H8N2 molecule, with properties calculated with ωB97M-V/def2-TZVPD.

- Electronic energy: -8293.7466 eV
- SMILES: Cc1cnn(C)c1
- Relative energy (zero: lowest compared OMol25 entry of this formula, charge and spin): 120.6 kJ/mol
- Highest occupied orbital energy: -9.1 eV

Structure (ORCA input):
```
! RIJCOSX wB97M-V def2-TZVPD def2/J DEFGRID3
* xyz 0 1
C 0.27 -1.40 1.83
N 0.70 -0.13 1.25
C 0.89 -0.19 -0.12
C 0.02 0.66 -0.73
C -0.35 0.71 -2.18
C -0.62 1.31 0.38
N -0.24 0.83 1.54
H -0.72 -1.63 1.41
H 0.18 -1.31 2.91
H 0.96 -2.20 1.55
H 1.64 -0.86 -0.53
H -0.92 -0.19 -2.43
H 0.52 0.73 -2.84
H -0.99 1.57 -2.40
H -1.36 2.10 0.35
*
```

6.
Below is 2 unconnected molecules or ions with the total composition C5H7N3O3, with properties calculated with ωB97M-V/def2-TZVPD.

- Electronic energy: -15905.8429 eV
- Relative energy (zero: lowest compared OMol25 entry of this formula, charge and spin): 540.4 kJ/mol
- Highest occupied orbital energy (spin up / spin down): -9.1 / -9.1 eV

Structure (ORCA input):
```
! RIJCOSX wB97M-V def2-TZVPD def2/J DEFGRID3
* xyz 0 1
C -1.71 1.84 -0.17
C -2.44 0.71 -0.02
C -0.35 0.24 -0.02
C 1.12 -1.72 0.82
C 0.94 -0.44 0.09
N -0.37 1.58 -0.21
N -1.58 -0.31 0.16
N 1.98 0.64 0.22
O 2.48 1.19 -0.74
O 1.97 0.94 1.38
O 1.01 -0.94 -1.80
H -2.08 2.88 -0.42
H -3.54 0.54 0.11
H 0.29 -2.29 0.47
H 2.05 -2.06 0.33
H 1.15 -1.46 1.85
H -1.86 -1.29 0.06
H 0.95 -0.03 -2.09
*
```

7.
Below is 2 unconnected molecules or ions with the total composition C5H13O3, with properties calculated with ωB97M-V/def2-TZVPD.

- Electronic energy: -11536.7095 eV
- Relative energy (zero: lowest compared OMol25 entry of this formula, charge and spin): 176.9 kJ/mol
- Highest occupied orbital energy: -3.3 eV

Structure (ORCA input):
```
! RIJCOSX wB97M-V def2-TZVPD def2/J DEFGRID3
* xyz -1 1
C 2.10 -0.12 1.53
O 1.98 -1.51 1.95
C 1.09 0.47 0.40
C -0.41 0.19 1.01
C -1.37 0.58 0.01
C -1.89 -0.38 -1.03
O -2.10 0.07 -2.38
H 2.14 0.55 2.38
H 3.13 -0.10 1.16
H 1.27 -1.67 2.55
H 1.18 1.54 0.32
H 1.25 0.00 -0.57
H -0.72 -0.85 1.38
H -0.45 0.76 2.01
H -0.99 1.51 -0.42
H -2.21 1.08 0.54
H -2.96 -0.81 -0.84
H -1.30 -1.31 -1.13
H -0.81 -0.10 -2.96
H 0.79 0.30 -2.57
O 0.28 -0.20 -3.33
*
```

8.
Below is 12 unconnected molecules or ions with the total composition C15H49N23O16S, with properties calculated with ωB97M-V/def2-TZVPD.

- Electronic energy: -94226.9351 eV
- SMILES: C[C@]1(OC#N)COS(=O)(=O)O1.NC(N)=O.NC(N)=O.NC(N)=O.NC(N)=O.NC(N)=O.NC(N)=O.NC(N)=O.NC(N)=O.NC(N)=O.NC(N)=O.NC(N)=O
- Highest occupied orbital energy: -9.1 eV

Structure (ORCA input):
```
! RIJCOSX wB97M-V def2-TZVPD def2/J DEFGRID3
* xyz 0 1
C -2.59 -5.08 0.09
C -1.31 -4.52 -0.61
O -1.56 -3.13 -0.90
C -1.42 -2.81 -2.17
N -1.20 -2.74 -3.29
C -0.69 -5.40 -1.68
O 0.70 -4.97 -1.86
S 1.12 -4.29 -0.45
O 1.49 -2.90 -0.55
O 2.11 -5.03 0.29
O -0.27 -4.52 0.40
H -3.27 -4.23 0.23
H -3.04 -5.91 -0.45
H -2.31 -5.44 1.10
H -1.31 -5.45 -2.59
H -0.58 -6.47 -1.41
C 3.94 -1.29 2.10
O 4.61 -0.91 3.05
N 4.05 -0.74 0.86
N 3.01 -2.27 2.21
H 3.51 -1.04 0.07
H 4.73 -0.02 0.73
H 2.89 -2.70 3.11
H 2.44 -2.59 1.44
C -5.94 -7.11 0.75
O -4.78 -7.45 0.91
N -6.98 -7.96 0.93
N -6.29 -5.84 0.37
H -7.94 -7.71 0.80
H -6.77 -8.90 1.21
H -5.54 -5.19 0.23
H -7.23 -5.55 0.23
C 2.01 3.04 0.55
O 1.88 3.81 -0.39
N 1.38 3.22 1.74
N 2.81 1.93 0.47
H 1.48 2.60 2.53
H 0.79 4.03 1.83
H 3.29 1.79 -0.40
H 2.93 1.27 1.21
C -1.32 1.59 -1.60
O -1.50 1.60 -0.39
N -0.14 1.95 -2.18
N -2.30 1.23 -2.48
H 0.02 1.95 -3.16
H 0.61 2.23 -1.56
H -3.18 0.96 -2.10
H -2.18 1.22 -3.48
C -4.64 1.15 -5.28
O -3.44 0.94 -5.18
N -5.57 0.22 -4.93
N -5.14 2.33 -5.73
H -6.56 0.36 -5.00
H -5.23 -0.66 -4.59
H -4.48 3.04 -5.99
H -6.12 2.52 -5.81
C 2.16 0.12 -4.84
O 2.84 0.54 -3.92
N 2.29 0.59 -6.12
N 1.22 -0.85 -4.68
H 1.74 0.26 -6.89
H 2.97 1.31 -6.28
H 1.10 -1.22 -3.75
H 0.65 -1.21 -5.42
C 0.67 7.11 3.38
O 0.83 7.14 4.59
N -0.13 6.19 2.77
N 1.29 7.99 2.54
H -0.28 6.16 1.77
H -0.61 5.52 3.36
H 1.88 8.68 2.95
H 1.17 7.98 1.54
C -4.97 4.25 -1.98
O -5.70 4.47 -2.94
N -3.67 3.89 -2.11
N -5.41 4.36 -0.69
H -3.06 3.71 -1.34
H -3.31 3.80 -3.04
H -6.37 4.62 -0.56
H -4.83 4.19 0.11
C 6.11 -4.62 0.53
O 7.31 -4.85 0.64
N 5.14 -5.53 0.81
N 5.61 -3.42 0.10
H 4.17 -5.29 0.72
H 5.41 -6.44 1.12
H 6.27 -2.70 -0.13
H 4.63 -3.23 0.01
C 9.07 -0.83 3.82
O 10.22 -0.97 4.20
N 8.15 -1.84 3.88
N 8.60 0.34 3.31
H 7.20 -1.74 3.57
H 8.45 -2.72 4.25
H 9.25 1.11 3.25
H 7.66 0.47 3.00
C -2.77 5.77 5.37
O -2.01 5.10 4.69
N -3.88 5.25 5.96
N -2.56 7.10 5.59
H -4.52 5.78 6.52
H -4.06 4.27 5.81
H -1.74 7.50 5.17
H -3.16 7.68 6.14
*
```

9.
Below is a molecular structure, C3HFeO, with properties calculated with ωB97M-V/def2-TZVPD.

- Expectation value of S²: 12.03
- Electronic energy: -39512.3159 eV
- Highest occupied orbital energy (spin up / spin down): -25.7 / -28.0 eV

Structure (ORCA input):
```
! RIJCOSX wB97M-V def2-TZVPD def2/J DEFGRID3
* xyz 3 7
O 1.30 -0.06 0.02
C 0.11 0.17 -0.09
C -1.03 0.92 0.19
C -1.38 -0.32 -0.01
H -2.02 -1.20 -0.08
Fe 3.03 0.49 -0.02
*
```

10.
Below is 2 unconnected molecules or ions with the total composition C3H10N3, with properties calculated with ωB97M-V/def2-TZVPD.

- Electronic energy: -7737.0170 eV
- Relative energy (zero: lowest compared OMol25 entry of this formula, charge and spin): 120.4 kJ/mol
- Highest occupied orbital energy: -14.4 eV

Structure (ORCA input):
```
! RIJCOSX wB97M-V def2-TZVPD def2/J DEFGRID3
* xyz 1 1
C 0.89 -1.95 -0.78
C -1.38 -1.75 -1.34
N -0.43 -1.31 -0.64
H 1.41 -1.95 0.17
H 1.45 -1.40 -1.53
H 0.81 -2.97 -1.16
H -2.32 -1.22 -1.35
H -1.33 -2.67 -1.93
N 0.45 2.92 1.55
C 0.47 1.77 0.90
N -0.54 0.99 0.71
H -0.36 3.25 2.06
H 1.29 3.47 1.64
H 1.44 1.51 0.47
H -0.45 0.05 0.13
H -1.42 1.28 1.12
*
```

11.
Below is 2 unconnected molecules or ions with the total composition C7H13F, with properties calculated with ωB97M-V/def2-TZVPD.

- Expectation value of S²: 2.01
- Electronic energy: -10180.2241 eV
- Relative energy (zero: lowest compared OMol25 entry of this formula, charge and spin): 91.9 kJ/mol
- Highest occupied orbital energy (spin up / spin down): -4.3 / -10.3 eV

Structure (ORCA input):
```
! RIJCOSX wB97M-V def2-TZVPD def2/J DEFGRID3
* xyz 0 3
C -3.28 1.05 0.93
C 0.88 0.60 0.22
C -2.59 0.02 0.52
C 1.29 -0.63 -0.07
C 0.82 1.73 -0.75
C 1.03 -1.71 1.06
C 1.82 -1.06 -1.41
F -2.06 -0.10 -0.77
H -3.27 1.88 0.10
H -3.59 1.19 1.98
H 0.55 0.89 1.20
H -2.47 -0.89 1.07
H 0.65 2.69 -0.30
H -0.11 1.61 -1.23
H 1.59 1.79 -1.46
H 1.41 -2.66 0.95
H 0.01 -1.77 1.09
H 1.30 -1.38 1.98
H 1.77 -2.08 -1.57
H 2.90 -0.59 -1.34
H 1.35 -0.58 -2.21
*
```

12.
Below is a molecular structure, C4H7ClO, with properties calculated with ωB97M-V/def2-TZVPD.

- Electronic energy: -18828.0384 eV
- Relative energy (zero: lowest compared OMol25 entry of this formula, charge and spin): 336.7 kJ/mol
- Highest occupied orbital energy: -10.1 eV

Structure (ORCA input):
```
! RIJCOSX wB97M-V def2-TZVPD def2/J DEFGRID3
* xyz 0 1
C -0.22 0.65 1.27
C 0.07 0.69 -0.26
C -1.13 0.01 0.20
C 1.18 -0.10 -0.84
O -1.01 -1.84 0.25
Cl -2.78 0.36 -0.05
H 0.22 -0.05 1.96
H -0.64 1.53 1.85
H -0.05 1.52 -0.94
H 2.00 -0.44 -0.15
H 1.86 0.51 -1.36
H 0.96 -0.89 -1.46
H -0.45 -1.93 -0.48
*
```

13.
Below is 3 unconnected molecules or ions with the total composition C5H15NO2, with properties calculated with ωB97M-V/def2-TZVPD.

- Electronic energy: -11013.0416 eV
- SMILES: C=C(N)CCC.O.O
- Relative energy (zero: lowest compared OMol25 entry of this formula, charge and spin): 87.3 kJ/mol
- Highest occupied orbital energy: -8.8 eV

Structure (ORCA input):
```
! RIJCOSX wB97M-V def2-TZVPD def2/J DEFGRID3
* xyz 0 1
C 1.48 -0.51 1.11
C 0.98 0.73 0.37
C 1.12 0.65 -1.16
C -0.18 0.46 -1.90
C -0.87 1.44 -2.47
N -0.71 -0.83 -1.75
H 0.92 -1.43 0.99
H 1.55 -0.34 2.18
H 2.49 -0.74 0.77
H -0.05 0.92 0.67
H 1.53 1.58 0.76
H 1.64 1.53 -1.55
H 1.74 -0.21 -1.44
H -0.49 2.46 -2.48
H -1.82 1.29 -2.96
H -0.09 -1.62 -1.86
H -1.55 -1.06 -2.27
H -1.52 -0.41 0.39
H -1.38 -1.75 0.99
O -1.87 -0.94 1.11
H -1.35 -0.07 2.88
H -0.43 -0.91 3.82
O -1.12 -0.24 3.82
*
```